Formula: C15H37BrO7Sr
Source: OMol25
Level of theory: ωB97M-V/def2-TZVPD

CARTESIAN COORDINATES (ANGSTROEM)
1 C 0.584 -2.193 -3.198
2 O 1.040 -0.884 -1.221
3 C -1.474 3.022 -0.578
4 Sr 0.032 0.075 0.884
5 H -3.204 1.978 -1.383
6 H -3.392 -0.506 -1.143
7 H 3.770 -2.105 2.220
8 C -3.727 1.053 1.718
9 H -2.241 3.801 -0.456
10 H 3.338 -2.287 0.483
11 H -1.258 -3.363 -0.575
12 O -2.672 0.130 1.628
13 H 0.843 -2.312 -4.254
14 C 2.986 1.683 1.173
15 C -2.895 -1.046 2.362
16 H 2.910 2.889 -1.119
17 C 2.915 -1.668 -2.487
18 H -3.354 2.013 1.371
19 C 1.468 -1.163 -2.485
20 O 1.858 1.869 0.352
21 H 2.114 -2.560 1.721
22 Br -0.005 0.728 3.760
23 H -2.480 -0.227 -2.652
24 C 2.990 -1.966 1.470
25 H 3.553 -0.951 -1.968
26 H 2.687 1.813 2.220
27 H -2.342 -1.016 3.311
28 H -2.483 -3.149 2.201
29 C -2.387 -0.421 -1.581
30 H 4.031 0.075 0.130
31 H -4.587 0.724 1.120
32 H -1.808 2.043 -2.432
33 H -3.193 -2.470 0.742
34 H -0.472 -1.909 -3.142
35 H 0.326 4.173 0.914
36 C -2.111 1.884 -1.383
37 H 2.949 -2.612 -1.931
38 H 4.408 0.228 1.840
39 O -1.020 2.605 0.692
40 H -4.053 1.177 2.757
41 H -1.834 -1.336 -1.400
42 H 3.728 2.471 0.998
43 H -0.646 3.483 -1.128
44 C -0.715 -3.213 0.364
45 C -2.494 -2.256 1.565
46 H -0.852 -4.100 0.993
47 H -0.174 3.330 2.389
48 C 2.198 2.057 -1.008
49 H 3.290 -1.849 -3.498
50 H 1.293 2.294 -1.561
51 H -1.307 4.453 1.606
52 H 0.339 -3.060 0.151
53 C -0.523 3.710 1.430
54 O 2.565 -0.617 1.414
55 H -3.950 -1.136 2.656
56 H 2.643 1.161 -1.446
57 H 1.438 -0.244 -3.127
58 C 3.586 0.295 1.115
59 O -1.196 -2.061 1.035
60 O -1.678 0.624 -0.952
61 H 0.642 -3.159 -2.679

Summary:
- Gap between HOMO and LUMO: 7.736 eV
- Electronic energy: -3725.16126 Eh
- Max |F|: 1.2 eV Å⁻¹
- Relative energy (zero: lowest compared OMol25 entry of this formula, charge and spin): 0.0 kcal per mole
- Charge: 0
- 2S+1: 1

Taken from the natural (NBO) analysis, the atomic charges in e are:
1 C -0.624
2 O -1.060
3 C -0.078
4 Sr 1.793
5 H 0.171
6 H 0.168
7 H 0.175
8 C -0.242
9 H 0.176
10 H 0.188
11 H 0.178
12 O -0.575
13 H 0.195
14 C -0.100
15 C -0.102
16 H 0.165
17 C -0.624
18 H 0.200
19 C 0.131
20 O -0.585
21 H 0.188
22 Br -0.923
23 H 0.180
24 C -0.242
25 H 0.188
26 H 0.223
27 H 0.223
28 H 0.185
29 C -0.246
30 H 0.175
31 H 0.163
32 H 0.179
33 H 0.170
34 H 0.189
35 H 0.172
36 C -0.076
37 H 0.188
38 H 0.180
39 O -0.574
40 H 0.184
41 H 0.213
42 H 0.180
43 H 0.172
44 C -0.255
45 C -0.076
46 H 0.172
47 H 0.238
48 C -0.254
49 H 0.194
50 H 0.190
51 H 0.169
52 H 0.226
53 C -0.261
54 O -0.577
55 H 0.183
56 H 0.205
57 H 0.096
58 C -0.088
59 O -0.610
60 O -0.577
61 H 0.185

=====

Formula: C2H2N2OS2
Source: OMol25
Level of theory: ωB97M-V/def2-TZVPD

CARTESIAN COORDINATES (ANGSTROEM)
1 N -0.205 0.842 -0.201
2 H 0.079 1.111 0.732
3 O -1.399 1.542 -0.132
4 S -2.578 -2.294 0.032
5 S -3.965 1.031 0.039
6 H 0.392 -1.069 -0.147
7 C -1.762 -0.908 -0.100
8 C -2.417 0.671 -0.009
9 N -0.451 -0.540 -0.386

Summary:
- Gap between HOMO and LUMO: 8.262 eV
- Electronic energy: -1058.40394 Eh
- Max |F|: 3.2 eV Å⁻¹
- Relative energy (zero: lowest compared OMol25 entry of this formula, charge and spin): 68.9 kcal per mole
- SMILES: S=c1[nH][nH]oc1=S
- Charge: 0
- 2S+1: 1

Taken from the natural (NBO) analysis, the atomic charges in e are:
1 N -0.147
2 H 0.342
3 O -0.322
4 S 0.037
5 S 0.069
6 H 0.422
7 C -0.031
8 C 0.083
9 N -0.452

=====

Formula: C4H6S2
Source: OMol25
Level of theory: ωB97M-V/def2-TZVPD

CARTESIAN COORDINATES (ANGSTROEM)
1 H -2.248 -0.522 1.051
2 H -2.457 0.380 -0.482
3 C -1.886 -0.430 -0.012
4 C 0.477 -1.049 -0.059
5 H 2.447 1.712 -0.624
6 S 2.097 -0.578 -0.170
7 H 0.323 -2.114 0.048
8 C 1.816 1.178 0.123
9 S 0.023 1.511 -0.192
10 H 2.092 1.396 1.134
11 C -0.472 -0.166 -0.115
12 H -2.213 -1.317 -0.701

Summary:
- Gap between HOMO and LUMO: 8.335 eV
- Electronic energy: -952.35428 Eh
- Max |F|: 3.4 eV Å⁻¹
- Relative energy (zero: lowest compared OMol25 entry of this formula, charge and spin): 9.5 kcal per mole
- SMILES: CC1=CSCS1
- Charge: 0
- 2S+1: 1

Taken from the natural (NBO) analysis, the atomic charges in e are:
1 H 0.233
2 H 0.224
3 C -0.644
4 C -0.416
5 H 0.243
6 S 0.287
7 H 0.237
8 C -0.668
9 S 0.252
10 H 0.217
11 C -0.194
12 H 0.228

=====

Formula: C24H31NO3
Source: OMol25
Level of theory: ωB97M-V/def2-TZVPD

CARTESIAN COORDINATES (ANGSTROEM)
1 H 0.187 1.375 1.342
2 C -4.957 1.231 2.523
3 C -5.083 2.088 3.732
4 C 4.995 -1.053 -1.193
5 H 3.336 1.062 -0.523
6 C -5.578 0.040 2.529
7 H -5.825 -2.499 2.092
8 C 3.759 -1.455 -1.430
9 H -5.597 -2.575 0.357
10 H 8.186 -1.500 -3.729
11 C 5.895 -0.697 -2.197
12 H 2.256 -2.066 -3.334
13 H -6.406 2.462 5.588
14 O 6.241 -1.052 -4.607
15 C 7.733 -0.742 -4.258
16 C 1.045 0.064 -1.491
17 C -0.507 0.600 0.899
18 H 1.781 -2.387 -0.824
19 C 0.725 -0.615 0.865
20 C -3.737 1.877 1.839
21 C -6.899 0.601 4.396
22 H -1.126 0.201 1.669
23 C -3.318 1.103 0.729
24 C 2.557 -1.515 -0.687
25 H 0.277 -1.625 0.605
26 H 6.908 -0.577 -1.943
27 H 0.310 2.265 -0.890
28 O 3.263 0.748 1.295
29 C -0.071 1.288 -1.174
30 C 5.513 -1.091 -3.533
31 H 3.643 -0.001 1.257
32 H -0.694 1.414 -2.123
33 H -7.529 0.191 5.127
34 H -2.548 1.849 -1.297
35 H 2.090 1.841 0.394
36 C 1.698 -0.114 -0.354
37 C -6.508 -0.129 3.385
38 O -5.137 -0.654 1.554
39 C -5.847 -1.924 1.364
40 C 3.271 -1.550 -3.011
41 C -6.164 1.813 4.688
42 H -1.978 2.754 0.331
43 H 1.239 -0.522 1.716
44 H 7.697 0.331 -3.789
45 H 3.018 -1.614 0.490
46 C 2.602 0.940 0.068
47 H 3.994 -1.633 -4.889
48 H 8.340 -0.712 -5.308
49 H 0.345 -0.724 -2.027
50 H 5.152 -1.125 -0.136
51 H 1.732 0.389 -2.401
52 N -0.977 0.757 -0.236
53 H -4.530 2.858 3.798
54 C 4.261 -1.448 -3.992
55 H -3.362 2.762 1.915
56 H -7.053 -1.215 3.369
57 H -6.925 -2.007 1.330
58 C -2.301 1.770 -0.422
59 H -3.392 0.150 0.550

Summary:
- Gap between HOMO and LUMO: 8.183 eV
- Electronic energy: -1212.91015 Eh
- Max |F|: 18.4 eV Å⁻¹
- Relative energy (zero: lowest compared OMol25 entry of this formula, charge and spin): 450.3 kcal per mole
- SMILES: COc1ccc(CC2(CO)CCN(C/C=C/c3ccccc3OC)CC2)cc1
- Charge: 0
- 2S+1: 1

Taken from the natural (NBO) analysis, the atomic charges in e are:
1 H 0.123
2 C -0.036
3 C -0.151
4 C -0.217
5 H 0.177
6 C 0.236
7 H 0.162
8 C -0.067
9 H 0.199
10 H 0.189
11 C -0.357
12 H 0.215
13 H 0.219
14 O -0.483
15 C -0.282
16 C -0.404
17 C -0.191
18 H 0.239
19 C -0.362
20 C -0.206
21 C -0.209
22 H 0.213
23 C -0.108
24 C -0.394
25 H 0.199
26 H 0.220
27 H 0.172
28 O -0.695
29 C -0.212
30 C 0.348
31 H 0.439
32 H 0.185
33 H 0.213
34 H 0.149
35 H 0.197
36 C -0.082
37 C -0.252
38 O -0.450
39 C -0.262
40 C -0.160
41 C -0.235
42 H 0.160
43 H 0.200
44 H 0.208
45 H 0.154
46 C -0.094
47 H 0.207
48 H 0.206
49 H 0.232
50 H 0.210
51 H 0.224
52 N -0.472
53 H 0.173
54 C -0.269
55 H 0.192
56 H 0.193
57 H 0.189
58 C -0.174
59 H 0.181